No. 1
This record from the OMol25 dataset describes one molecule with the formula C3H3N3O2. The level of theory is ωB97M-V/def2-TZVPD.

Output
Gap between HOMO and LUMO ... 10.594 eV
E ... -11719.651 eV
Lowest unoccupied orbital energy ... 0.007 Eh
2S+1 ... 1
Molecular weight ... 113.1 g mol⁻¹

Each line ends with the Löwdin charge.
CARTESIAN COORDINATES (ANGSTROEM)
C: 1.282 0.810 1.770  0.0039
N: 0.266 0.688 0.958  0.0258
O: -0.052 -0.684 0.571  -0.0468
C: -0.863 -0.543 -0.505  -0.4148
C: -2.284 -0.754 -0.436  -0.1201
N: -3.439 -1.007 -0.344  0.1637
N: -0.492 -0.327 -1.715  0.0965
O: 0.895 -0.107 -1.772  -0.0494
H: 1.569 1.826 2.065  0.0712
H: 2.033 -0.047 2.140  0.1311
H: 1.085 0.145 -2.731  0.1389

No. 2
This record from the OMol25 dataset describes a 9-piece molecular cluster, C28H70ClN2O12 overall. The level of theory is ωB97M-V/def2-TZVPD.

Output
Gap between HOMO and LUMO ... 7.599 eV
E ... -70231.811 eV
Lowest unoccupied orbital energy ... 0.068 Eh
2S+1 ... 1
Molecular weight ... 662.3 g mol⁻¹
Net charge ... -1

Each line ends with the Löwdin charge.
CARTESIAN COORDINATES (ANGSTROEM)
Cl: 2.250 2.817 -1.530  0.5775
O: 1.131 1.963 -1.324  -0.3895
O: 1.900 3.975 -2.354  -0.3980
O: 2.773 3.237 -0.276  -0.3970
O: 3.278 1.993 -2.064  -0.3930
C: -7.865 0.906 -3.543  -0.0367
C: -8.643 0.692 -2.264  -0.5410
C: -9.321 1.998 -1.916  -0.1460
C: -10.454 1.839 -0.894  -0.1684
C: -11.463 0.795 -1.458  -0.1339
C: -10.839 -0.573 -1.751  -0.5275
N: -9.599 -0.403 -2.520  -0.0800
O: -8.997 -1.635 -2.900  -0.0089
C: -10.734 -1.359 -0.458  -0.0403
C: -11.902 -1.331 -2.507  -0.0685
C: -7.692 0.322 -1.130  -0.0285
H: -7.247 1.795 -3.417  0.0922
H: -8.613 1.036 -4.325  0.0887
H: -7.261 0.032 -3.788  0.0826
H: -8.578 2.638 -1.439  0.1214
H: -9.754 2.541 -2.756  0.1216
H: -10.876 2.799 -0.598  0.1083
H: -10.103 1.436 0.056  0.0938
H: -11.978 1.267 -2.295  0.1161
H: -12.234 0.761 -0.689  0.1156
H: -10.221 -2.311 -0.587  0.0914
H: -10.144 -0.780 0.253  0.0647
H: -11.692 -1.403 0.060  0.0870
H: -12.850 -1.489 -1.992  0.0869
H: -12.162 -0.918 -3.482  0.0843
H: -11.606 -2.357 -2.723  0.0786
H: -8.175 0.235 -0.157  0.0718
H: -6.856 1.011 -1.008  0.0881
H: -7.204 -0.622 -1.372  0.0845
H: -9.205 -1.816 -3.819  0.1022
C: 4.410 -4.685 2.743  -0.0242
C: 5.685 -5.495 2.504  -0.4830
C: 6.360 -5.822 3.889  -0.1473
C: 5.615 -6.749 4.836  -0.1770
C: 5.434 -8.087 4.091  -0.1278
C: 4.782 -7.942 2.660  -0.4968
N: 5.482 -6.856 1.952  -0.1453
O: 5.110 -6.786 0.643  0.0098
C: 4.992 -9.340 2.016  -0.0410
C: 3.314 -7.757 2.790  -0.0460
C: 6.708 -4.702 1.662  -0.0352
H: 4.713 -3.675 3.017  0.0902
H: 3.887 -4.972 3.656  0.0674
H: 3.797 -4.643 1.843  0.0889
H: 7.382 -6.117 3.653  0.1170
H: 6.479 -4.861 4.391  0.1121
H: 4.639 -6.339 5.093  0.0935
H: 6.131 -6.794 5.795  0.1089
H: 4.905 -8.761 4.765  0.1131
H: 6.412 -8.553 3.972  0.1124
H: 6.002 -9.656 1.755  0.0833
H: 4.530 -10.054 2.698  0.0791
H: 4.504 -9.453 1.048  0.0776
H: 2.743 -8.675 2.934  0.0908
H: 3.052 -7.014 3.544  0.0762
H: 2.877 -7.352 1.878  0.0843
H: 6.309 -4.225 0.766  0.0828
H: 7.575 -5.299 1.378  0.0848
H: 7.178 -3.847 2.149  0.0816
H: 4.245 -6.411 0.824  0.0700
C: 4.713 6.339 6.664  -0.0993
C: 5.812 5.430 6.153  -0.3561
O: 6.305 5.770 4.887  -0.0577
H: 4.057 6.696 5.870  0.0747
H: 5.247 7.143 7.172  0.0673
H: 4.047 5.858 7.381  0.0682
H: 5.350 4.448 6.254  0.1026
H: 6.635 5.436 6.868  0.1097
H: 5.656 5.555 4.213  0.0906
C: 11.163 5.188 -1.811  -0.0715
C: 9.693 4.604 -1.948  -0.3399
O: 9.689 3.411 -2.647  -0.0731
H: 11.142 6.095 -1.207  0.0640
H: 11.622 5.413 -2.773  0.0596
H: 11.751 4.360 -1.415  0.0630
H: 9.038 5.357 -2.387  0.1028
H: 9.293 4.395 -0.956  0.1037
H: 8.773 3.134 -2.724  0.0916
C: -0.313 0.770 -8.034  -0.0953
C: 0.840 1.434 -8.846  -0.2981
O: 2.076 1.047 -8.249  -0.0935
H: -0.254 -0.316 -7.964  0.0689
H: -1.295 1.048 -8.417  0.0593
H: -0.369 1.145 -7.013  0.0676
H: 0.771 2.518 -8.757  0.1046
H: 0.806 1.051 -9.866  0.1044
H: 2.113 1.515 -7.412  0.0821
C: -1.278 8.699 0.583  -0.1154
C: -0.046 9.570 0.595  -0.3232
O: 0.466 9.616 -0.736  -0.0756
H: -1.789 8.594 1.540  0.0717
H: -1.008 7.658 0.407  0.0732
H: -1.955 8.930 -0.239  0.0788
H: 0.669 9.123 1.287  0.1079
H: -0.387 10.539 0.960  0.1068
H: 0.381 8.700 -1.009  0.0759
C: -1.784 3.606 5.340  -0.1553
O: -0.812 2.603 4.998  -0.1356
H: -1.219 4.425 5.787  0.0745
H: -2.413 3.919 4.507  0.0707
H: -2.509 3.076 5.958  0.0730
H: -0.387 2.843 4.172  0.0726
C: -0.761 -4.271 -3.180  -0.2045
O: 0.602 -4.258 -3.369  -0.1117
H: -1.151 -5.230 -3.521  0.0732
H: -0.903 -4.324 -2.100  0.0757
H: -1.297 -3.477 -3.700  0.0822
H: 0.905 -3.351 -3.287  0.0851